Density functional theory data (ωB97M-V with the def2-TZVPD basis set) for a 2-piece molecular cluster, C11H16S overall.

```
28
Properties=species:S:1:pos:R:3:forces:R:3
S 2.4894 -1.0644 0.7463 -0.11 0.09 0.02
C 1.8680 0.2296 -0.3600 -0.08 -0.11 -0.47
C 1.4625 -0.6498 2.1809 -0.16 -0.36 0.26
C 2.0075 1.6264 0.2368 0.19 0.22 -0.15
C 1.6275 0.8021 2.6186 0.11 0.07 0.30
C 1.2016 1.7862 1.5274 -0.11 0.25 0.07
H 2.4530 0.1317 -1.2947 -0.30 0.06 0.44
H 0.8090 0.0165 -0.6019 0.38 0.06 0.07
H 1.7705 -1.3486 2.9823 -0.17 0.34 -0.38
H 0.4038 -0.8624 1.9374 0.40 0.07 0.09
H 3.0777 1.8249 0.4389 -0.42 -0.04 -0.09
H 1.6623 2.3693 -0.5078 0.16 -0.27 0.29
H 1.0184 0.9728 3.5271 0.26 -0.05 -0.33
H 2.6872 0.9780 2.8859 -0.42 -0.06 -0.07
H 0.1303 1.6243 1.3004 0.32 0.13 0.09
H 1.3133 2.8214 1.9034 -0.13 -0.44 -0.17
C -2.0163 -1.9863 -0.7177 0.03 -0.12 0.11
C -2.5893 -0.7822 -0.3066 -0.02 0.02 0.15
C -1.5923 -2.1423 -2.0379 0.08 -0.14 -0.05
C -2.7381 0.2659 -1.2156 -0.05 0.15 0.05
C -1.7411 -1.0941 -2.9469 0.05 -0.02 -0.14
C -2.3140 0.1099 -2.5358 -0.01 0.13 -0.10
H -1.8992 -2.8110 -0.0024 -0.05 0.40 -0.35
H -2.9230 -0.6595 0.7323 0.15 -0.06 -0.49
H -1.1414 -3.0897 -2.3614 -0.21 0.46 0.16
H -3.1889 1.2134 -0.8921 0.21 -0.45 -0.16
H -1.4074 -1.2169 -3.9858 -0.16 0.06 0.50
H -2.4311 0.9347 -3.2511 0.05 -0.40 0.35
```
Forces are in eV/Å.

Properties
LUMO level: 0.032 Ha
SMILES: C1CCSCC1.c1ccccc1
F_max: 0.5 eV/A
E_tot: -826.9338 Eh
E_HOMO: -8.34 eV